1.
An isolated molecule of C10H18OS in a non-equilibrium geometry. Source: the OMol25 dataset; level of theory: wB97M-V/def2-TZVPD.

The geometry in XYZ format:
```
30
C10H18OS, DFT wB97M-V/def2-TZVPD
S -3.06376 -0.45377 -0.04796
O -1.69064 1.73425 -0.60681
C -1.42629 0.39633 -0.39806
C -0.29270 -1.51401 0.87312
C 1.05277 0.11602 -0.24208
C -0.84718 -0.16627 -1.69143
C -0.34666 0.88462 1.90713
C 1.19862 1.47164 -0.82167
C -0.22343 0.05625 0.64754
C 0.44229 -0.80806 -1.26552
C 2.41144 -0.10389 0.47979
C -0.01593 -2.08832 -0.45946
H 0.58146 -1.64291 1.63258
H 0.32171 1.90413 -1.10065
H -1.45471 1.08361 2.22859
H -0.70041 0.64891 -2.36295
H 1.00043 -0.97159 -2.22563
H -0.94824 -2.41434 -1.10024
H -3.57491 0.19027 1.03278
H -1.51957 -0.99417 -2.08279
H 0.06255 1.89269 1.68817
H 2.54769 -1.09141 0.97132
H 2.67214 0.59756 1.33899
H 1.65521 2.16046 -0.13071
H 0.05640 0.60410 2.80804
H -1.30381 -1.84471 1.33307
H 0.62452 -2.98748 -0.41562
H 3.17894 0.04786 -0.35085
H 1.94958 1.34174 -1.69465
H -2.34751 1.95052 0.05594
```

Results
- Lowest unoccupied orbital energy: 0.59 eV
- Total energy: -23543.0891 eV
- E_HOMO: -0.340 Eh
- Frontier orbital gap: 9.84 eV
- Maximum force: 4.005 eV/A
- Relative energy (zero: lowest compared OMol25 entry of this formula, charge and spin): 1.436 eV

2.
A structure of composition C10H19AsN3PdS6Sb. Source: the OMol25 dataset; level of theory: wB97M-V/def2-TZVPD.

The geometry in XYZ format:
```
41
C10H19AsN3PdS6Sb, DFT wB97M-V/def2-TZVPD
Sb 0.98452 -3.16890 0.52297
Pd -0.23387 -0.63153 -1.13757
As -0.00764 0.09442 -4.23789
S -0.22178 -1.79439 -3.28712
S 0.47217 2.74041 -1.46096
S 1.75301 -4.77245 -0.89041
S 1.18574 -3.43745 2.80054
S 1.83207 -1.00195 -0.06273
S -1.24969 -2.53655 -0.01865
N -1.46330 0.80536 0.63505
N -0.72790 0.69478 2.99792
N 0.55138 4.00491 -3.98125
C 1.76309 0.80884 -3.97400
C 0.71669 0.49755 3.26917
C -1.22247 -1.12148 4.59389
C -1.11395 0.73572 1.73583
C -1.68531 0.19895 3.99496
C 0.18221 -0.99368 5.21550
C 0.53169 3.50263 -2.92485
C -0.09684 -0.09354 -6.16747
C 0.89806 0.27977 4.76161
C -1.51635 1.25014 -3.92318
H 0.53211 1.16349 5.29810
H -1.33635 2.20979 -4.40488
H 0.75478 -0.67252 -6.51946
H -2.64966 0.09764 3.49889
H 1.95062 0.94470 -2.91294
H -2.36390 0.72807 -4.36864
H -0.08643 0.90021 -6.61617
H 1.24782 1.38904 2.93108
H -1.67232 1.39757 -2.85838
H 0.14080 -1.02822 6.30854
H -1.01571 -0.61665 -6.42586
H 2.42810 0.04446 -4.37628
H 1.08841 -0.36167 2.70569
H -1.19289 -1.88094 3.80838
H 1.96514 0.20278 4.97762
H -1.79942 0.95501 4.78031
H -1.95441 -1.43915 5.34166
H 1.86247 1.75339 -4.50634
H 0.76931 -1.84855 4.87731
```

Results
- Lowest unoccupied orbital energy (alpha / beta): 4.57 / 4.39 eV
- Total energy: -151019.3455 eV
- E_HOMO (alpha / beta): -0.065 / -0.067 Eh
- Frontier orbital gap (alpha / beta): 6.33 / 6.21 eV
- Total charge: -2
- Maximum force: 0.533 eV/A
- 2S+1: 3
- Relative energy (zero: lowest compared OMol25 entry of this formula, charge and spin): 0.000 eV